{
  "formula": "C3H2N2O2",
  "method": "wB97M-V/def2-TZVPD",
  "symbols": ["O", "C", "C", "N", "C", "N", "O", "H", "H"],
  "xyz": [[0.013, 2.650, -0.030], [0.487, 1.679, 0.498], [0.032, 0.280, 0.150], [0.794, -0.684, -0.257], [-0.133, -1.661, -0.527], [-1.367, -1.329, -0.275], [-1.263, -0.037, 0.176], [1.308, 1.711, 1.245], [0.129, -2.608, -0.979]],
  "atomic_forces_ev_per_a": [[0.22, -0.53, 0.45], [-0.16, 0.08, -0.16], [-0.01, -0.13, -0.09], [-0.22, 0.22, 0.13], [-0.13, -0.09, -0.24], [0.46, -0.41, -0.21], [0.10, 0.68, 0.14], [-0.15, 0.13, -0.27], [-0.10, 0.05, 0.24]],
  "total_charge": 0,
  "de_lowest_ev": 1.691
}